# 1
Formula: C34H37InN6O4S
Source: the Open Molecules 2025 dataset
Level of theory: ωB97M-V with the def2-TZVPD basis set

Computed properties:
2S+1	1
energy above the lowest of the compared OMol25 structures with the same formula, charge and spin	17.7	kJ/mol
gap between HOMO and LUMO	6.3	eV
highest occupied orbital energy	-7.13	eV

Element x y z (Å)
In  0.2962  -0.3488  0.0823
O  0.3191  -0.8161  4.6617
C  -1.0051  -0.9858  4.8421
C  -1.4637  -1.0665  6.1592
C  -2.8052  -1.2372  6.4240
C  -3.7260  -1.3283  5.3835
C  -3.2796  -1.2459  4.0818
C  -1.9238  -1.0778  3.7830
C  -1.4896  -0.9848  2.3713
O  -0.2128  -0.8926  2.1414
N  -2.4118  -0.9999  1.4382
N  -1.8482  -0.9107  0.1840
C  -2.6255  -1.0242  -0.8292
C  -2.1935  -1.0574  -2.2139
C  -3.2181  -1.0683  -3.1744
C  -2.9627  -1.1670  -4.5242
C  -1.6363  -1.2719  -4.9431
C  -0.6079  -1.2709  -4.0293
C  -0.8407  -1.1580  -2.6433
O  0.2000  -1.1757  -1.8518
H  0.4650  -0.7866  3.6931
H  -0.7354  -0.9888  6.9552
H  -3.1413  -1.2985  7.4516
H  -4.7788  -1.4609  5.5919
H  -3.9725  -1.3036  3.2544
H  -3.6938  -1.1293  -0.6367
H  -4.2419  -0.9959  -2.8248
H  -3.7717  -1.1658  -5.2413
H  -1.4080  -1.3519  -5.9994
H  0.4247  -1.3364  -4.3505
C  3.9432  -2.9146  -1.4239
C  2.7118  -2.4944  -0.6799
N  2.5588  -1.3319  -0.1786
N  3.5590  -0.4268  -0.2540
C  3.4969  0.7154  0.4831
N  4.5813  1.5081  0.3840
S  2.1989  1.1334  1.4248
C  1.6050  -3.4528  -0.4211
C  1.6897  -4.7991  -0.7540
C  0.6405  -5.6373  -0.3960
C  -0.4408  -5.1063  0.2787
C  -0.4377  -3.7456  0.5688
N  0.5561  -2.9475  0.2247
H  4.3101  -2.1068  -2.0603
H  4.7389  -3.2084  -0.7348
H  3.7374  -3.7522  -2.0808
H  4.3792  -0.6369  -0.8024
H  5.3168  1.3309  -0.2791
H  4.5132  2.4297  0.7805
H  2.5493  -5.2022  -1.2652
H  0.6781  -6.6904  -0.6402
H  -1.2783  -5.7202  0.5781
H  -1.2663  -3.2824  1.0931
C  -0.0191  2.1907  -3.5491
C  1.3183  2.4987  -2.8620
C  2.1922  1.2465  -2.7451
C  1.0982  3.2673  -1.5691
C  1.6297  4.5492  -1.4834
C  1.3309  5.3944  -0.4278
C  0.4131  4.9662  0.5160
C  -0.1521  3.6969  0.4751
C  -1.2229  3.3733  1.4996
C  -0.6985  2.5009  2.6366
C  -2.4982  2.8068  0.8741
C  0.2593  2.7960  -0.5337
O  -0.2197  1.5510  -0.5885
H  0.1437  1.7853  -4.5503
H  -0.6193  3.0965  -3.6424
H  -0.5957  1.4653  -2.9715
H  1.8647  3.1869  -3.5166
H  1.6846  0.4581  -2.1924
H  3.1418  1.4859  -2.2601
H  2.4069  0.8408  -3.7369
H  2.2795  4.8935  -2.2816
H  1.7608  6.3863  -0.3728
H  0.1038  5.6407  1.3071
H  -1.4934  4.3351  1.9489
H  -0.3916  1.5203  2.2761
H  -1.4716  2.3435  3.3923
H  0.1646  2.9633  3.1205
H  -2.2958  1.8796  0.3458
H  -2.9222  3.5171  0.1618
H  -3.2439  2.6075  1.6469

***

# 2
Formula: C20H26FeNO3
Source: the Open Molecules 2025 dataset
Level of theory: ωB97M-V with the def2-TZVPD basis set

Computed properties:
2S+1	5
energy above the lowest of the compared OMol25 structures with the same formula, charge and spin	0.0	kJ/mol
charge	-1
gap between HOMO and LUMO (spin up / spin down)	4.1 / 6.8	eV
highest occupied orbital energy (spin up / spin down)	-1.19 / -3.93	eV

Element x y z (Å)
O  -3.1333  3.6034  0.3042
C  -2.4872  2.7445  -0.1254
Fe  -1.3802  1.4221  0.1904
C  -1.5726  1.0786  1.9800
O  -1.4017  0.7928  3.1035
C  0.0917  2.1847  0.8185
O  1.1974  2.2252  1.2410
C  0.3059  0.5134  -1.3143
C  1.8075  0.3779  -1.5057
C  2.4661  -1.0197  -1.3621
C  2.5646  -1.5796  0.1246
C  1.1808  -1.9578  0.5597
C  -0.0591  -1.5661  0.1054
C  -0.5732  -0.4448  -0.7202
H  -0.1455  1.1532  -2.1039
H  2.0330  0.7656  -2.5367
H  2.3525  1.1135  -0.8901
H  1.9248  -1.5889  -2.1398
H  3.5271  -0.9856  -1.6349
H  3.2858  -2.4263  0.2483
H  1.1645  -2.8052  1.2994
H  -0.9626  -2.0222  0.5421
H  -1.4289  -0.7270  -1.3632
C  1.6677  -2.1472  5.8218
C  0.9128  -1.2288  4.8684
C  1.7261  -0.8660  3.6314
N  3.1747  -0.8412  3.7591
C  3.8559  -0.6398  2.6449
C  3.2613  -0.4077  1.2845
C  4.5078  0.1058  0.5099
C  5.8010  -0.0698  1.3510
C  5.3506  -0.4433  2.7658
C  3.8652  -1.0891  5.0417
C  2.9676  -1.4641  6.2156
H  1.0533  -2.3221  6.7112
H  1.8450  -3.1186  5.3440
H  -0.0197  -1.6846  4.5147
H  0.6325  -0.2981  5.3781
H  1.4542  -1.5688  2.8286
H  1.4052  0.1177  3.2472
H  2.3708  0.2798  1.2923
H  4.5654  -0.5524  -0.3597
H  4.4493  1.1353  0.1038
H  6.5118  -0.7867  0.9120
H  6.3972  0.8491  1.3771
H  5.7571  0.2855  3.5076
H  5.8586  -1.3343  3.1553
H  4.6180  -1.8931  4.9279
H  4.4194  -0.1720  5.3001
H  2.7220  -0.5573  6.7769
H  3.5493  -2.0974  6.8887

***

# 3
Formula: C5H8O
Source: the Open Molecules 2025 dataset
Level of theory: ωB97M-V with the def2-TZVPD basis set

Computed properties:
2S+1	1
energy above the lowest of the compared OMol25 structures with the same formula, charge and spin	349.2	kJ/mol
gap between HOMO and LUMO	10.0	eV
highest occupied orbital energy	-8.96	eV

Element x y z (Å)
C  -1.8678  0.3669  0.4002
C  -0.3920  0.4455  0.0644
C  0.5694  -0.4154  0.8379
C  1.6287  -0.2706  -0.2650
C  0.6385  0.3820  -1.2327
O  -0.3471  -0.4255  -1.5671
H  -2.1148  0.8497  1.3585
H  -2.1552  -0.6941  0.5158
H  -2.4811  0.8158  -0.3742
H  0.9079  -0.0142  1.8018
H  0.1739  -1.4248  0.9956
H  2.4084  0.4437  0.0017
H  2.0522  -1.2199  -0.5972
H  0.9791  1.1610  -1.9398

***

# 4
Formula: CH4IN2
Source: the Open Molecules 2025 dataset
Level of theory: ωB97M-V with the def2-TZVPD basis set

Computed properties:
2S+1	1
energy above the lowest of the compared OMol25 structures with the same formula, charge and spin	334.0	kJ/mol
charge	+1
gap between HOMO and LUMO	9.9	eV
highest occupied orbital energy	-14.58	eV

Element x y z (Å)
C  0.6367  -0.5462  1.2509
N  -0.4660  -0.2384  0.6334
N  1.8170  -0.7482  1.4455
I  -0.7717  1.6601  -1.9165
H  -1.1261  0.5584  -0.8779
H  -1.2868  -0.0512  1.2152
H  -1.1047  0.9876  -3.3315
H  2.3016  -1.6221  1.5809

***

# 5
Formula: C5H10N4
Source: the Open Molecules 2025 dataset
Level of theory: ωB97M-V with the def2-TZVPD basis set

Computed properties:
2S+1	1
energy above the lowest of the compared OMol25 structures with the same formula, charge and spin	542.4	kJ/mol
gap between HOMO and LUMO (spin up / spin down)	7.6 / 7.6	eV
highest occupied orbital energy (spin up / spin down)	-7.81 / -7.81	eV

Element x y z (Å)
C  -0.1649  -0.0820  -0.9348
C  -1.0115  0.6680  -1.9052
C  0.4395  0.7249  0.1647
C  -0.5284  -0.8623  0.6816
N  -1.6151  -0.5085  1.4231
C  2.7311  -0.0821  0.2535
N  1.8726  0.6977  -0.2269
N  -0.0159  1.8759  0.5627
N  0.1037  -1.9648  0.7392
H  0.3843  -0.9091  -1.3805
H  -2.0607  0.3682  1.1929
H  -1.9676  -1.1406  2.1222
H  -0.4862  2.0275  1.4473
H  -0.2474  -2.6164  1.4378
H  -1.9563  0.1435  -2.0707
H  -1.2895  1.6690  -1.5710
H  -0.4788  0.8117  -2.8452
H  2.5187  -0.9438  0.8882
H  3.7723  0.1232  0.0211

***

# 6
Formula: C32H96O16S16
Source: the Open Molecules 2025 dataset
Level of theory: ωB97M-V with the def2-TZVPD basis set

Computed properties:
2S+1	1
energy above the lowest of the compared OMol25 structures with the same formula, charge and spin	271.1	kJ/mol
gap between HOMO and LUMO	7.5	eV
highest occupied orbital energy	-8.07	eV

Element x y z (Å)
C  -1.2462  -4.6588  -5.2636
S  -0.8504  -2.8067  -5.1912
O  -0.1424  -2.7370  -3.8789
C  0.4330  -2.7722  -6.4910
H  -2.1860  -4.9136  -4.7737
H  -0.4457  -5.2758  -4.8555
H  -1.3171  -5.0257  -6.2875
H  1.3493  -3.2785  -6.1877
H  0.6630  -1.7286  -6.7056
H  -0.0080  -3.2457  -7.3682
C  -3.5052  -0.3841  -2.6626
S  -4.8964  -1.4918  -2.1503
O  -5.9257  -1.3126  -3.3085
C  -4.1925  -3.2035  -2.3647
H  -2.5259  -0.8318  -2.8316
H  -3.2561  0.3117  -1.8613
H  -3.8222  0.1570  -3.5541
H  -4.0120  -3.4645  -3.4075
H  -4.8411  -3.9085  -1.8447
H  -3.2030  -3.2203  -1.9077
C  0.0008  -7.4443  -0.6937
S  -1.5168  -6.8119  -1.4740
O  -2.6627  -7.7395  -1.2127
C  -1.7015  -5.2859  -0.4514
H  0.8334  -6.7487  -0.7980
H  0.1979  -8.4432  -1.0827
H  -0.1824  -7.6360  0.3636
H  -2.5637  -4.6724  -0.7126
H  -0.8149  -4.6927  -0.6751
H  -1.8027  -5.5221  0.6079
C  5.5551  4.3818  -2.6326
S  4.3905  3.0812  -3.0263
O  5.1999  2.1339  -3.9535
C  4.2468  2.3066  -1.3832
H  6.5211  3.9598  -2.3554
H  5.3856  5.0229  -1.7676
H  5.7881  5.0118  -3.4910
H  3.7520  2.9216  -0.6315
H  5.3064  2.2813  -1.1290
H  3.8857  1.2805  -1.4526
C  4.8243  -1.5087  0.4353
S  5.7767  -3.0117  -0.2426
O  7.2712  -2.6578  -0.3332
C  5.5994  -4.1884  1.2084
H  3.8858  -1.8022  0.9056
H  4.6061  -0.8947  -0.4384
H  5.5158  -0.9290  1.0467
H  4.5272  -4.3672  1.2890
H  6.0752  -3.8209  2.1177
H  6.1535  -5.0925  0.9563
C  -5.3423  3.9363  2.9788
S  -4.9363  2.3643  2.0491
O  -3.4374  2.4400  1.7160
C  -5.1656  1.3673  3.5807
H  -6.4149  3.9693  3.1698
H  -5.0333  4.8104  2.4056
H  -4.9112  4.1214  3.9627
H  -4.3894  1.5923  4.3122
H  -5.0909  0.3018  3.3633
H  -6.1025  1.6761  4.0444
C  3.4380  -2.1157  -3.2597
S  4.3760  -2.9886  -4.5777
O  3.3967  -3.9472  -5.2152
C  4.6259  -1.5449  -5.7736
H  3.2821  -2.8164  -2.4395
H  2.5178  -1.7406  -3.7076
H  3.9757  -1.2714  -2.8282
H  3.6268  -1.3048  -6.1370
H  5.2346  -1.8394  -6.6286
H  4.9797  -0.6940  -5.1914
C  -1.8549  2.8355  -4.8349
S  -0.4403  2.2149  -3.7786
O  -0.9486  2.1201  -2.3530
C  -0.1613  0.5146  -4.5465
H  -2.1075  3.7980  -4.3901
H  -2.8329  2.3625  -4.7459
H  -1.5646  2.9148  -5.8825
H  0.7060  0.0775  -4.0517
H  0.0209  0.6600  -5.6113
H  -1.0680  -0.0707  -4.3940
C  2.1502  4.1545  1.8136
S  1.8018  5.1501  0.2947
O  3.0846  5.3666  -0.5438
C  0.8033  3.9623  -0.7012
H  2.8794  3.3563  1.6749
H  1.2843  3.5935  2.1654
H  2.5107  4.8394  2.5810
H  0.6366  4.3438  -1.7086
H  -0.1495  3.7562  -0.2137
H  1.4031  3.0697  -0.8786
C  5.1562  1.5738  4.5329
S  4.3521  0.4374  3.2389
O  4.7497  -0.9721  3.8169
C  2.5409  0.5790  3.6159
H  6.2394  1.4763  4.4598
H  4.8710  1.4081  5.5718
H  4.9359  2.6223  4.3321
H  2.2506  -0.0977  4.4195
H  1.9154  0.3481  2.7536
H  2.3955  1.5872  4.0039
C  -2.1575  -0.5852  5.7604
S  -0.5467  -0.0926  4.9705
O  -0.4791  -1.0202  3.7630
C  -0.9325  1.5914  4.4192
H  -2.0889  -1.3649  6.5190
H  -2.8002  -0.9979  4.9828
H  -2.6386  0.2449  6.2777
H  -1.2046  2.2410  5.2511
H  -1.7751  1.6034  3.7278
H  -0.0216  1.9968  3.9787
C  -3.4913  -0.9290  1.2790
S  -4.5954  -2.3210  1.8486
O  -4.9030  -3.1806  0.6595
C  -3.2622  -3.3369  2.6478
H  -3.1883  -0.4369  2.2033
H  -4.0728  -0.1463  0.7919
H  -2.6647  -1.2756  0.6587
H  -2.4433  -3.2937  1.9298
H  -3.5691  -4.3827  2.6642
H  -3.0090  -3.0025  3.6539
C  -2.0056  4.7969  2.8599
S  -0.6170  5.5946  3.7439
O  0.2709  4.4916  4.2966
C  -1.6840  6.1703  5.1827
H  -2.4904  3.9218  3.2926
H  -1.5219  4.2965  2.0211
H  -2.7706  5.5524  2.6812
H  -2.3743  6.9567  4.8777
H  -0.9287  6.5123  5.8903
H  -2.1787  5.2705  5.5485
C  -0.4498  0.9715  0.8337
S  0.7815  0.4327  -0.4308
O  2.0948  0.1685  0.2940
C  0.0602  -1.1979  -0.8627
H  -1.4374  1.1391  0.4039
H  -0.2097  1.8334  1.4562
H  -0.5892  0.1678  1.5566
H  -0.2791  -1.8188  -0.0335
H  0.6544  -1.7713  -1.5742
H  -0.8432  -0.9157  -1.4033
C  1.8872  -2.7007  2.4534
S  1.2071  -3.9540  1.2709
O  2.1700  -4.3095  0.1573
C  1.4156  -5.3785  2.4726
H  2.9283  -2.8829  2.7196
H  1.3775  -2.5817  3.4096
H  1.9488  -1.7048  2.0147
H  1.4179  -6.2928  1.8791
H  0.7212  -5.5293  3.2991
H  2.4427  -5.2485  2.8135
C  -3.9466  3.3949  -1.4565
S  -3.7653  4.9561  -2.3886
O  -5.1261  5.6023  -2.4468
C  -2.8021  5.8162  -1.1297
H  -4.6714  3.4537  -0.6446
H  -3.0155  3.1301  -0.9554
H  -4.2806  2.5786  -2.0970
H  -1.8665  5.2884  -0.9448
H  -3.3479  5.9995  -0.2042
H  -2.6458  6.8591  -1.4056

***

# 7
Formula: C6H14NO
Source: the Open Molecules 2025 dataset
Level of theory: ωB97M-V with the def2-TZVPD basis set

Computed properties:
2S+1	1
energy above the lowest of the compared OMol25 structures with the same formula, charge and spin	140.9	kJ/mol
charge	+1
gap between HOMO and LUMO	10.4	eV
highest occupied orbital energy	-13.54	eV

Element x y z (Å)
C  0.8468  0.4393  -1.7580
C  -0.2258  -0.6690  -1.7116
C  -0.9425  -0.7733  -0.3751
C  -0.7380  -1.8542  0.3667
C  -1.7237  1.1372  1.0054
C  -1.9270  0.2748  0.0220
N  1.4703  0.8553  -0.3812
H  0.3229  1.3340  -2.0941
H  1.7426  0.2491  -2.3383
H  0.3439  -1.5866  -1.8532
H  -0.8780  -0.4167  -2.5459
H  -0.1533  -2.7234  0.0930
H  -1.0998  -2.0367  1.3713
H  -0.8264  1.3189  1.5797
H  -2.5543  1.6997  1.4251
H  -2.9145  0.1281  -0.4037
H  1.5491  0.0520  0.2465
H  0.8743  1.5987  -0.0180
H  2.3311  1.3106  -0.6719
H  1.5404  0.5327  3.1241
H  1.3590  -0.8894  2.5933
O  1.6029  0.0188  2.3240

***

# 8
Formula: C5H6O2
Source: the Open Molecules 2025 dataset
Level of theory: ωB97M-V with the def2-TZVPD basis set

Computed properties:
2S+1	1
energy above the lowest of the compared OMol25 structures with the same formula, charge and spin	181.2	kJ/mol
gap between HOMO and LUMO	11.3	eV
highest occupied orbital energy	-10.36	eV

Element x y z (Å)
C  -1.3186  -1.1853  0.0399
C  -0.1186  -0.2749  0.2763
O  0.8422  -0.6000  -0.7517
C  2.0926  -0.1582  -0.5541
O  2.4764  0.3972  0.4369
C  -0.4306  1.1648  0.2215
C  -0.7333  2.3246  0.2649
H  -1.5853  -1.1824  -1.0218
H  -2.1827  -0.8239  0.6047
H  -1.0784  -2.2076  0.3588
H  0.3285  -0.4693  1.2564
H  2.6880  -0.3451  -1.4626
H  -0.9803  3.3602  0.3308